Density functional theory data (ωB97M-V with the def2-TZVPD basis set) for C52H44CoF2N5O2S3 as an isolated structure in a non-equilibrium geometry.

```
! RIJCOSX wB97M-V def2-TZVPD def2/J DEFGRID3
* xyz 0 1
Co 0.930 -1.663 -0.410
N 1.049 0.160 -1.003
S 1.492 1.401 -0.439
N 0.390 2.636 -0.862
S -0.920 2.719 -0.085
N -1.500 1.516 0.668
S -1.807 -0.049 0.110
N -0.852 -1.098 0.379
C -2.457 0.265 -1.542
C -3.808 0.548 -1.738
C -4.254 0.877 -3.009
C -3.361 0.924 -4.072
C -2.018 0.647 -3.864
C -1.554 0.327 -2.596
C -3.298 -0.386 1.018
C -3.925 -1.579 0.679
C -5.091 -1.936 1.334
C -5.610 -1.115 2.331
C -4.954 0.053 2.685
C -3.792 0.429 2.020
C -2.046 3.486 -1.221
C -3.352 3.649 -0.794
C -4.229 4.373 -1.586
C -3.786 4.932 -2.777
C -2.468 4.782 -3.174
C -1.580 4.057 -2.387
C -0.836 3.966 1.184
C -0.289 5.182 0.814
C -0.312 6.231 1.719
C -0.901 6.061 2.965
C -1.466 4.845 3.310
C -1.443 3.785 2.409
C 2.932 2.147 -1.196
C 2.822 2.363 -2.563
C 3.899 2.903 -3.245
C 5.071 3.212 -2.564
C 5.172 2.967 -1.202
C 4.096 2.433 -0.503
C 1.659 1.719 1.324
C 2.019 2.993 1.749
C 2.084 3.260 3.109
C 1.762 2.263 4.020
C 1.387 0.999 3.577
C 1.344 0.712 2.223
H -4.511 0.516 -0.917
H -5.301 1.109 -3.165
H -3.715 1.179 -5.064
H -1.318 0.677 -4.690
H -0.507 0.130 -2.421
H -3.495 -2.210 -0.093
H -5.598 -2.854 1.066
H -6.530 -1.390 2.832
H -5.346 0.678 3.478
H -3.278 1.344 2.272
H -3.670 3.221 0.151
H -5.256 4.502 -1.270
H -4.476 5.487 -3.399
H -2.122 5.232 -4.096
H -0.541 3.927 -2.665
H 0.159 5.296 -0.168
H 0.127 7.184 1.451
H -0.913 6.883 3.671
H -1.926 4.715 4.281
H -1.855 2.818 2.657
H 1.904 2.102 -3.077
H 3.824 3.081 -4.311
H 5.912 3.633 -3.100
H 6.093 3.188 -0.676
H 4.176 2.206 0.552
H 2.253 3.767 1.028
H 2.371 4.248 3.450
H 1.804 2.472 5.082
H 1.133 0.224 4.289
H 1.067 -0.271 1.870
C 5.211 -1.481 -0.575
C 3.764 -1.241 -0.182
O 2.912 -1.914 -0.843
O 3.522 -0.417 0.716
H 5.388 -1.053 -1.565
H 5.410 -2.552 -0.634
H 5.881 -1.017 0.145
F 0.639 -1.776 -3.128
C 0.271 -2.492 -2.003
F -1.111 -2.499 -2.004
H 0.578 -3.513 -2.172
N 0.959 -3.216 0.479
C 1.156 -4.445 0.545
C 1.377 -5.338 -0.657
C 0.550 -6.440 -0.876
C 0.737 -7.256 -1.983
C 1.761 -6.982 -2.883
C 2.591 -5.890 -2.666
C 2.403 -5.072 -1.557
C 1.117 -5.123 1.899
C 0.370 -4.545 2.921
C 0.271 -5.162 4.159
C 0.926 -6.365 4.395
C 1.698 -6.933 3.390
C 1.786 -6.317 2.146
H -0.250 -6.652 -0.174
H 0.085 -8.108 -2.142
H 1.906 -7.615 -3.749
H 3.389 -5.668 -3.365
H 3.042 -4.209 -1.388
H -0.132 -3.607 2.713
H -0.330 -4.711 4.940
H 0.834 -6.860 5.354
H 2.227 -7.862 3.569
H 2.392 -6.763 1.364
*
```

Orbital gap (spin up / spin down): 6.365 / 6.364 eV
Highest occupied orbital energy (spin up / spin down): -6.7 / -6.7 eV
ΔE to the lowest compared entry with this formula, charge and spin: 1.098 eV

Density functional theory data (ωB97M-V with the def2-TZVPD basis set) for C52H45Cl2O8S3Ta as an isolated structure.

```
! RIJCOSX wB97M-V def2-TZVPD def2/J DEFGRID3
* xyz 2 1
Ta -0.424 -0.065 0.234
C -4.733 -5.330 -0.594
O -3.644 -5.849 0.166
C -2.656 -5.030 0.514
C -1.606 -5.626 1.245
C -0.545 -4.871 1.640
C -0.466 -3.491 1.339
C 0.671 -2.707 1.710
C 1.776 -3.314 2.522
O 0.823 -1.506 1.384
C -1.532 -2.915 0.620
O -1.524 -1.619 0.322
C -2.616 -3.676 0.203
H -5.386 -6.174 -0.789
H -4.381 -4.913 -1.540
H -5.276 -4.572 -0.028
H -1.671 -6.681 1.468
H 0.255 -5.348 2.190
H 1.388 -3.736 3.449
H 2.519 -2.556 2.752
H 2.252 -4.121 1.963
H -3.403 -3.184 -0.349
C 4.721 5.889 -2.732
C 3.523 5.222 -2.119
C 2.702 5.907 -1.223
C 1.578 5.302 -0.683
C 1.272 4.003 -1.060
C 2.081 3.286 -1.929
C 3.205 3.905 -2.449
S -0.191 3.247 -0.394
O -0.033 1.795 -0.852
C -1.514 3.982 -1.332
C -2.364 4.780 -0.533
C -3.435 5.408 -1.096
C -3.720 5.246 -2.471
C -4.840 5.872 -3.069
C -5.111 5.689 -4.394
C -4.278 4.868 -5.186
C -3.189 4.253 -4.641
C -2.875 4.429 -3.268
C -1.741 3.803 -2.677
C -0.854 2.959 -3.531
C 0.143 3.569 -4.345
C 0.345 4.969 -4.363
C 1.340 5.513 -5.125
C 2.176 4.688 -5.905
C 2.001 3.333 -5.908
C 0.983 2.738 -5.127
C 0.808 1.329 -5.095
C -0.158 0.761 -4.323
C -0.994 1.595 -3.553
S -2.190 0.902 -2.430
O -1.396 -0.180 -1.688
C -3.274 -0.026 -3.468
C -4.463 0.594 -3.832
C -5.337 -0.072 -4.674
C -5.043 -1.352 -5.144
C -6.003 -2.063 -6.054
C -3.850 -1.955 -4.746
C -2.958 -1.300 -3.914
H 4.978 6.808 -2.210
H 4.519 6.140 -3.775
H 5.587 5.228 -2.719
H 2.946 6.924 -0.943
H 0.945 5.845 0.010
H 1.834 2.261 -2.180
H 3.842 3.360 -3.134
H -2.154 4.887 0.525
H -4.084 6.031 -0.493
H -5.475 6.500 -2.457
H -5.966 6.174 -4.845
H -4.508 4.731 -6.234
H -2.553 3.630 -5.257
H -0.291 5.610 -3.766
H 1.487 6.585 -5.136
H 2.954 5.135 -6.510
H 2.637 2.695 -6.510
H 1.465 0.708 -5.691
H -0.277 -0.313 -4.277
H -4.699 1.587 -3.466
H -6.265 0.404 -4.965
H -6.967 -2.204 -5.564
H -5.624 -3.039 -6.350
H -6.181 -1.478 -6.957
H -3.616 -2.952 -5.099
H -2.043 -1.780 -3.590
Cl -5.576 0.918 5.669
C -4.225 0.662 4.630
C -3.068 0.034 5.150
C -1.965 -0.192 4.375
C -1.961 0.182 3.011
O -0.917 -0.046 2.285
C -3.123 0.826 2.503
C -3.087 1.323 1.202
O -2.129 1.169 0.393
C -4.252 1.062 3.333
H -3.072 -0.268 6.189
H -1.085 -0.674 4.779
H -3.922 1.929 0.837
H -5.123 1.558 2.924
C 2.216 2.440 3.050
S 1.932 0.785 2.443
C 3.526 0.450 1.712
O 1.065 1.077 1.203
H 2.543 3.074 2.227
H 2.968 2.399 3.837
H 1.273 2.793 3.463
H 4.260 0.317 2.506
H 3.799 1.271 1.051
H 3.407 -0.471 1.143
Cl 1.301 -0.816 -1.197
*
```

Orbital gap: 7.247 eV
Highest occupied orbital energy: -12.7 eV
ΔE to the lowest compared entry with this formula, charge and spin: 0.129 eV

Density functional theory data (ωB97M-V with the def2-TZVPD basis set) for a 7-piece molecular cluster, C52H45F3INO18P2 overall in a non-equilibrium geometry.

```
! RIJCOSX wB97M-V def2-TZVPD def2/J DEFGRID3
* xyz 0 1
C -3.455 2.112 6.068
C -2.627 2.369 4.676
P -0.887 1.582 4.612
C 0.287 3.000 5.250
C -0.297 3.749 6.598
C -0.292 1.223 2.836
O 1.013 1.899 2.802
C -1.270 2.234 1.930
O -1.099 3.540 1.716
N -2.334 1.251 1.498
C -2.087 -0.231 1.855
I -2.857 -1.193 0.007
C -3.202 -0.698 2.939
O -2.715 -1.154 4.241
C -3.767 -1.757 5.071
F -3.658 -3.263 5.097
F -5.154 -1.422 4.678
F -3.595 -1.344 6.514
C -0.488 -0.258 2.165
C 0.176 -1.582 2.937
C -0.552 -3.062 2.732
C 0.039 -4.466 3.413
C 1.420 -4.404 4.339
C 2.108 -2.933 4.563
C 1.518 -1.529 3.883
P 0.531 -0.334 0.504
O 0.027 0.698 -0.581
O 2.253 0.012 0.777
O 0.539 -1.974 -0.183
H -4.066 3.104 6.322
H -2.718 1.820 6.931
H -4.241 1.243 5.861
H -2.461 3.548 4.593
H -3.340 2.085 3.793
H 0.375 3.854 4.421
H 1.319 2.531 5.546
H -1.424 4.115 6.486
H -0.117 3.152 7.596
H 0.334 4.756 6.711
H 1.209 2.295 1.903
H -3.329 1.561 1.498
H -4.023 0.164 3.020
H -3.790 -1.619 2.458
H -1.539 -3.211 2.084
H -0.485 -5.521 3.222
H 1.886 -5.391 4.813
H 3.090 -2.897 5.224
H 2.090 -0.508 4.095
H 2.574 -0.866 1.190
H 1.277 -1.926 -0.881
C 2.216 -10.282 2.494
C 1.354 -9.311 2.812
C 1.466 -8.575 4.087
O 0.676 -7.687 4.379
C 2.567 -8.951 4.995
C 3.429 -9.922 4.677
C 3.317 -10.659 3.403
O 4.106 -11.546 3.110
H 2.148 -10.833 1.564
H 0.542 -9.023 2.156
H 2.635 -8.401 5.925
H 4.241 -10.211 5.333
C 2.462 2.004 -2.602
C 3.226 1.814 -1.521
C 4.693 1.961 -1.585
O 5.393 1.786 -0.596
C 5.284 2.326 -2.887
C 4.521 2.516 -3.968
C 3.053 2.369 -3.905
O 2.354 2.544 -4.893
H 1.385 1.900 -2.573
H 2.807 1.547 -0.558
H 6.362 2.430 -2.916
H 4.939 2.783 -4.931
C 4.822 -4.613 -2.144
C 4.102 -3.600 -2.634
C 4.299 -2.218 -2.154
O 3.639 -1.290 -2.601
C 5.323 -1.999 -1.113
C 6.043 -3.013 -0.623
C 5.846 -4.395 -1.103
O 6.506 -5.323 -0.656
H 4.690 -5.633 -2.485
H 3.348 -3.744 -3.399
H 5.455 -0.979 -0.773
H 6.797 -2.869 0.141
C -0.260 1.981 -6.983
C -1.154 2.564 -6.178
C -2.599 2.517 -6.477
O -3.417 3.052 -5.742
C -3.017 1.801 -7.698
C -2.123 1.218 -8.503
C -0.678 1.265 -8.204
O 0.140 0.731 -8.939
H 0.804 2.007 -6.779
H -0.862 3.092 -5.278
H -4.081 1.775 -7.902
H -2.415 0.690 -9.403
C -8.759 2.052 0.838
C -7.651 1.804 1.543
C -6.310 2.006 0.959
O -5.295 1.778 1.603
C -6.242 2.494 -0.433
C -7.350 2.741 -1.138
C -8.691 2.539 -0.554
O -9.705 2.768 -1.198
H -9.750 1.908 1.251
H -7.685 1.446 2.565
H -5.251 2.637 -0.846
H -7.316 3.099 -2.160
C 1.361 7.373 -7.962
C 2.471 7.484 -7.226
C 2.977 6.351 -6.427
O 3.991 6.452 -5.752
C 2.210 5.090 -6.475
C 1.100 4.978 -7.211
C 0.594 6.112 -8.010
O -0.421 6.011 -8.685
H 0.975 8.195 -8.553
H 3.044 8.402 -7.181
H 2.595 4.268 -5.884
H 0.526 4.061 -7.256
*
```

Orbital gap: 6.035 eV
Highest occupied orbital energy: -8.1 eV

Density functional theory data (ωB97M-V with the def2-TZVPD basis set) for C52H45GeInN8O7P as an isolated structure in a non-equilibrium geometry.

```
! RIJCOSX wB97M-V def2-TZVPD def2/J DEFGRID3
* xyz -1 1
In 14.312 12.001 13.940
O 18.148 14.664 19.852
N 17.123 14.213 20.231
O 16.586 14.424 21.275
C 16.315 13.251 19.301
C 15.306 12.579 19.892
C 14.587 11.674 19.075
C 13.639 10.748 19.703
C 13.032 9.839 18.860
C 13.258 9.843 17.453
N 14.082 10.734 16.866
C 14.759 11.614 17.717
C 15.762 12.459 17.077
N 15.800 12.536 15.702
C 16.746 13.312 15.217
C 17.720 14.000 15.988
C 17.600 13.997 17.329
C 16.535 13.241 17.917
H 15.223 12.636 20.964
H 13.522 10.875 20.786
H 12.328 9.013 19.211
H 12.774 9.076 16.894
H 16.867 13.370 14.138
H 18.468 14.431 15.382
H 18.191 14.555 18.005
N 13.110 14.731 18.191
N 13.972 15.654 17.637
C 14.179 15.636 16.261
N 14.764 16.646 15.671
N 13.614 14.672 15.566
N 13.646 14.918 14.190
O 14.063 14.460 12.026
O 13.334 16.209 13.757
H 13.511 13.797 17.868
H 12.219 14.785 17.618
H 14.271 16.507 18.151
H 14.837 17.453 16.294
H 13.913 16.683 14.456
C 14.073 10.484 11.173
O 15.198 9.850 11.804
C 15.594 10.417 13.014
O 16.470 9.866 13.649
H 13.188 9.925 11.512
H 14.207 10.384 10.100
H 13.927 11.569 11.457
O 16.616 13.297 12.180
P 17.125 14.169 11.130
C 15.904 14.441 9.858
C 15.804 15.633 9.102
C 14.974 15.707 8.008
C 14.224 14.630 7.598
C 14.331 13.457 8.351
C 15.190 13.392 9.438
C 17.715 15.751 11.705
C 16.759 16.316 12.497
C 16.954 17.596 13.102
C 18.189 18.214 12.952
C 19.131 17.586 12.172
C 18.918 16.367 11.477
C 18.369 13.189 10.157
C 18.603 11.952 10.749
C 19.492 11.089 10.131
C 20.114 11.501 8.961
C 19.888 12.736 8.360
C 18.993 13.585 8.968
H 16.413 16.441 9.490
H 14.850 16.617 7.460
H 13.583 14.729 6.706
H 13.691 12.578 8.264
H 15.275 12.426 9.945
H 15.748 15.936 12.580
H 16.129 18.045 13.735
H 18.349 19.198 13.329
H 20.114 18.015 12.028
H 19.686 15.848 10.843
H 18.044 11.678 11.590
H 19.720 10.098 10.519
H 20.809 10.794 8.504
H 20.490 13.038 7.479
H 18.771 14.529 8.519
C 14.069 14.092 13.220
Ge 11.971 11.178 14.302
C 10.692 11.261 15.747
C 10.698 12.435 16.583
C 9.747 12.575 17.558
C 8.763 11.539 17.741
C 8.755 10.473 16.849
C 9.651 10.369 15.848
C 11.895 9.188 13.781
C 10.786 8.619 13.186
C 10.737 7.251 12.886
C 11.732 6.425 13.281
C 12.893 6.993 13.907
C 12.975 8.341 14.111
C 11.078 12.149 12.837
C 10.796 11.726 11.510
C 10.210 12.552 10.590
C 9.738 13.823 10.942
C 9.937 14.243 12.219
C 10.610 13.451 13.150
H 11.551 13.164 16.508
H 9.630 13.498 18.196
H 7.983 11.432 18.563
H 7.910 9.813 17.021
H 9.572 9.574 15.137
H 9.952 9.237 12.992
H 9.728 6.837 12.498
H 11.573 5.350 13.171
H 13.721 6.308 14.043
H 13.797 8.685 14.643
H 11.066 10.764 11.123
H 10.007 12.092 9.599
H 9.385 14.524 10.126
H 9.521 15.169 12.494
H 10.787 13.881 14.050
*
```

Orbital gap: 5.380 eV
Highest occupied orbital energy: -4.2 eV
ΔE to the lowest compared entry with this formula, charge and spin: 0.960 eV